(1)
A cluster of 2 separate species, C25H36N2O5 in total, computed with ωB97M-V with the def2-TZVPD basis set.

Summary:
structure (SMILES)	COC[C@H](CCc1ccccc1)O[C@@H](CCCCN)CCC(N)=O.O=C1C=CC(=O)C=C1
HOMO-LUMO gap	7.41	eV
calculated total energy	-1459.8681	Ha
ΔE to the lowest compared entry with this formula, charge and spin	99.42	kcal/mol

Structure (XYZ):
```
68
Properties=species:S:1:pos:R:3:forces:R:3:lowdin_charge:R:1
C 2.597 -3.027 0.510 0.026 0.079 -0.077 -0.103
O 1.325 -2.889 -0.096 -0.067 0.038 0.057 -0.166
C 0.442 -2.161 0.739 0.379 0.376 0.342 -0.168
C -0.325 -1.119 -0.065 0.223 -0.240 -0.080 -0.300
C 0.623 -0.008 -0.545 0.226 -0.058 -0.258 -0.097
C 0.916 -0.089 -2.052 -0.047 0.122 -0.050 -0.134
C 2.122 0.730 -2.434 0.044 0.024 -0.127 -0.227
C 3.405 0.252 -2.155 -0.153 0.221 -0.080 -0.039
C 4.525 1.011 -2.463 -0.099 0.012 0.031 -0.081
C 4.382 2.262 -3.058 -0.068 -0.140 0.055 -0.095
C 3.113 2.739 -3.356 0.115 -0.102 0.078 -0.082
C 1.991 1.975 -3.048 0.193 -0.017 0.038 -0.053
O -1.354 -0.670 0.804 -0.023 0.094 0.050 -0.083
C -2.599 -0.311 0.213 -0.355 0.145 -0.080 -0.306
C -2.505 0.948 -0.646 0.180 0.094 0.318 -0.153
C -2.113 2.174 0.187 -0.315 0.046 -0.062 -0.199
C -1.940 3.440 -0.668 0.182 -0.261 -0.144 -0.181
C -0.492 3.898 -0.959 -0.128 0.209 0.008 -0.274
N 0.484 3.743 0.112 0.074 0.190 -0.142 0.003
C -3.287 -1.534 -0.445 0.204 -0.072 -0.246 -0.104
C -3.816 -1.390 -1.881 -0.285 -0.275 -0.180 -0.119
C -2.727 -1.425 -2.935 -0.238 0.173 -0.136 -0.515
N -2.711 -0.336 -3.844 0.392 -0.292 0.024 0.122
O -1.908 -2.310 -2.979 0.306 0.175 0.255 0.086
H 3.198 -3.704 -0.094 -0.077 -0.021 -0.039 0.089
H 3.098 -2.053 0.565 0.048 -0.050 0.056 0.083
H 2.513 -3.421 1.527 0.031 -0.080 -0.019 0.086
H 1.049 -1.625 1.482 -0.209 0.046 0.090 0.105
H -0.240 -2.809 1.300 -0.059 -0.173 -0.259 0.137
H -0.710 -1.627 -0.955 -0.311 0.019 0.091 0.126
H 1.585 -0.091 -0.030 -0.091 0.010 0.118 0.118
H 0.223 0.977 -0.302 -0.018 -0.085 0.028 0.089
H 0.054 0.273 -2.623 -0.049 -0.073 0.037 0.098
H 1.065 -1.135 -2.332 0.047 0.028 0.038 0.125
H 3.501 -0.727 -1.698 0.089 0.016 0.009 0.109
H 5.510 0.626 -2.233 0.010 0.026 -0.030 0.101
H 5.260 2.854 -3.288 -0.045 -0.003 -0.015 0.099
H 3.000 3.709 -3.826 -0.040 -0.022 0.008 0.102
H 1.008 2.360 -3.295 0.000 -0.102 -0.002 0.096
H -3.221 -0.022 1.067 0.165 -0.096 0.096 0.147
H -1.807 0.812 -1.477 -0.105 -0.012 -0.077 0.102
H -3.495 1.159 -1.059 0.090 -0.106 -0.204 0.120
H -2.928 2.350 0.898 0.086 -0.059 0.060 0.114
H -1.228 1.957 0.787 0.003 0.038 -0.033 0.087
H -2.492 4.275 -0.234 0.038 -0.033 0.123 0.101
H -2.402 3.237 -1.640 -0.102 0.219 0.031 0.105
H -0.121 3.405 -1.860 0.063 -0.084 0.192 0.078
H -0.548 4.963 -1.211 -0.024 -0.058 -0.121 0.098
H 1.136 2.991 -0.044 -0.066 -0.107 0.068 0.049
H 0.064 3.662 1.025 0.030 -0.048 0.046 0.061
H -4.117 -1.866 0.178 0.017 0.091 0.049 0.116
H -2.575 -2.361 -0.456 -0.042 -0.015 0.041 0.114
H -4.435 -2.273 -2.074 0.028 0.036 -0.004 0.125
H -4.458 -0.522 -2.022 0.083 0.048 0.071 0.105
H -1.814 -0.336 -4.320 -0.081 -0.172 -0.172 0.087
H -3.438 -0.427 -4.547 -0.246 0.297 0.219 0.097
O 2.679 -1.107 3.750 -0.056 0.028 -0.031 0.095
C 1.741 -1.377 4.471 0.056 -0.051 -0.016 -0.391
C 0.477 -0.599 4.428 -0.011 0.030 -0.038 0.020
C -0.548 -0.907 5.216 0.021 0.006 -0.017 0.026
C -0.472 -2.039 6.174 0.002 0.001 -0.003 -0.386
O -1.406 -2.321 6.892 -0.012 -0.001 0.010 0.107
C 0.793 -2.816 6.217 0.027 -0.010 -0.015 0.021
C 1.818 -2.510 5.427 -0.044 -0.009 0.042 0.020
H 0.442 0.218 3.718 0.012 -0.017 -0.021 0.122
H -1.481 -0.358 5.200 -0.011 -0.016 0.007 0.123
H 0.824 -3.637 6.923 -0.024 0.003 0.007 0.122
H 2.749 -3.062 5.438 0.011 0.019 -0.016 0.122
```
Forces are in eV/Å.



(2)
A structure of composition C6H9KMgO5, computed with ωB97M-V with the def2-TZVPD basis set.

Summary:
HOMO-LUMO gap	7.01	eV
calculated total energy	-1410.3144	Ha

Structure (XYZ):
```
22
Properties=species:S:1:pos:R:3:forces:R:3:lowdin_charge:R:1
O 2.044 1.769 0.520 -1.230 0.135 0.167 -0.340
C 2.592 0.802 1.354 1.837 0.476 0.390 -0.399
C 2.411 -0.592 0.725 0.981 -0.015 0.212 -0.371
O 1.075 -0.758 0.366 0.307 0.497 0.245 -0.535
Mg 0.383 1.032 -0.131 0.601 -0.599 0.640 0.786
H 2.246 0.683 2.407 -1.076 0.444 -0.303 0.094
H 3.049 -0.710 -0.176 0.031 0.193 0.243 0.105
O -2.851 -0.143 0.538 -0.379 -0.171 0.187 -0.033
C -2.365 0.360 1.697 0.427 0.692 0.214 -0.109
C -1.586 1.453 1.779 -0.726 -0.390 0.149 -0.092
O -1.303 2.205 0.631 0.251 0.045 0.032 -0.143
C -2.340 2.038 -0.348 -0.311 -0.001 -0.007 -0.089
C -2.396 0.541 -0.659 0.469 0.191 -0.415 -0.457
O -1.161 0.107 -1.005 -0.401 0.859 -0.293 -0.342
K -0.360 -2.157 -0.709 -0.453 -1.044 -0.253 0.986
H -2.695 -0.169 2.589 0.229 0.055 -0.282 0.134
H -1.193 1.867 2.704 -0.045 -0.153 -0.324 0.137
H -2.036 2.603 -1.235 -0.082 -0.134 0.208 0.145
H -3.286 2.427 0.051 0.192 -0.056 -0.020 0.147
H -3.169 0.314 -1.410 0.058 0.016 0.184 0.158
H 3.644 1.170 1.626 -0.556 -1.121 -0.861 0.116
H 2.747 -1.360 1.451 -0.122 0.079 -0.111 0.102
```
Forces are in eV/Å.



(3)
A cluster of 2 separate species, C2H3ClINO2 in total, computed with ωB97M-V with the def2-TZVPD basis set.

Summary:
structure (SMILES)	O=[N+]([O-])I.C=CCl
HOMO-LUMO gap	8.35	eV
calculated total energy	-1040.9654	Ha
ΔE to the lowest compared entry with this formula, charge and spin	11.92	kcal/mol

Structure (XYZ):
```
10
Properties=species:S:1:pos:R:3:forces:R:3:lowdin_charge:R:1
O -2.028 -1.236 -1.556 0.510 -0.650 -0.430 0.006
N -1.978 -1.121 -0.376 -2.425 2.843 -1.417 -0.728
O -1.442 -1.679 0.474 1.945 -2.119 1.878 0.022
I -3.239 0.548 0.355 -0.149 -0.072 -0.007 0.710
C 1.658 0.030 0.618 -2.345 1.523 0.590 -0.061
C 1.531 1.052 -0.195 -3.138 -0.832 2.862 -0.589
Cl 0.078 2.011 -0.117 0.420 0.339 -0.176 0.539
H 2.429 -0.600 0.430 2.264 -1.987 -0.061 0.027
H 0.882 -0.167 1.358 0.501 -0.113 -0.002 0.064
H 2.109 1.163 -0.992 2.417 1.069 -3.238 0.011
```
Forces are in eV/Å.



(4)
A cluster of 2 separate species, C8H9N2O in total, computed with ωB97M-V with the def2-TZVPD basis set.

Summary:
charge	+1
HOMO-LUMO gap	7.94	eV
calculated total energy	-494.4450	Ha
ΔE to the lowest compared entry with this formula, charge and spin	191.11	kcal/mol

Structure (XYZ):
```
20
Properties=species:S:1:pos:R:3:forces:R:3:lowdin_charge:R:1
C 3.118 -0.472 -0.021 0.072 -1.189 -0.339 -0.080
C 3.242 0.822 -0.128 -1.844 2.221 0.572 -0.058
C 2.217 -1.489 0.530 1.692 0.394 0.061 -0.030
C 2.272 1.952 0.046 0.363 1.401 -0.133 0.059
C 1.085 -1.809 0.041 -3.027 1.230 -0.583 0.077
C 0.965 1.769 0.193 2.715 -0.729 0.028 -0.195
C -0.735 -0.239 0.122 1.018 0.501 -2.913 0.059
C -0.183 -1.515 -0.318 1.890 -0.343 1.958 -0.002
N 0.041 0.785 0.282 -1.077 -2.287 0.447 0.089
N -3.537 0.173 0.077 0.932 0.119 3.018 0.038
O -0.330 2.139 0.279 -1.025 1.852 0.174 0.196
H 4.004 -0.909 -0.352 1.573 -1.115 -0.108 0.102
H 4.232 1.127 -0.338 0.666 0.614 -0.591 0.107
H 2.795 -2.054 1.252 -0.616 -0.309 0.585 0.145
H 2.710 3.015 -0.046 -1.034 -1.847 0.215 0.165
H -1.756 0.032 -0.251 0.239 -0.533 1.410 0.102
H -0.772 -2.199 -0.869 -0.722 -0.223 -0.620 0.107
H -3.975 0.195 1.000 -0.252 -0.997 -0.391 0.064
H -4.096 -0.227 -0.613 -1.302 0.093 -1.314 0.027
H -3.272 1.129 0.062 -0.262 1.146 -1.477 0.027
```
Forces are in eV/Å.



(5)
A cluster of 2 separate species, C4H8N2O in total, computed with ωB97M-V with the def2-TZVPD basis set.

Summary:
HOMO-LUMO gap (spin up / spin down)	8.60 / 8.60	eV
calculated total energy	-341.7476	Ha
ΔE to the lowest compared entry with this formula, charge and spin	160.65	kcal/mol

Structure (XYZ):
```
15
Properties=species:S:1:pos:R:3:forces:R:3:lowdin_charge:R:1
C -1.855 -0.703 -0.137 0.062 0.014 -0.010 -0.065
C -0.603 0.059 -0.556 0.012 -0.002 -0.026 -0.345
N -0.431 1.369 0.163 0.125 -0.069 -0.413 -0.013
C 0.909 0.997 0.660 0.235 -0.226 0.075 -0.129
C 0.741 -0.437 -0.011 0.113 0.017 -0.083 -0.299
N 1.759 -0.886 -0.807 0.112 -0.071 0.996 0.018
O 2.609 -1.380 0.034 -0.628 0.327 -0.408 -0.083
H -2.754 -0.137 -0.419 0.238 -0.134 0.070 0.076
H -1.868 -0.853 0.950 0.018 0.051 -0.237 0.079
H -1.891 -1.685 -0.629 0.022 0.229 0.115 0.078
H -0.569 0.155 -1.655 0.012 0.008 0.292 0.141
H -0.384 2.150 -0.493 -0.043 -0.237 0.268 0.103
H 0.971 0.974 1.754 -0.004 0.071 -0.312 0.099
H 1.760 1.558 0.247 -0.244 -0.125 0.096 0.114
H 1.605 -1.181 0.902 -0.031 0.149 -0.425 0.225
```
Forces are in eV/Å.